The following is a DFT calculation (ωB97M-V/def2-TZVPD) of a single C5H7NO molecule.

Properties
**HOMO level**: -9.44 eV
**Relative energy (zero: lowest compared OMol25 entry of this formula, charge and spin)**: 195.03 kJ/mol
**LUMO energy**: 0.635 eV
**Maximum force**: 0.6 eV Å⁻¹
**HOMO-LUMO gap**: 0.370 Eh
**Structure (SMILES)**: [H]/N=C(/C=C)OC=C

Cartesian coordinates (Å):
N -1.074 -1.394 0.977
C -0.808 -0.473 0.153
O 0.075 -0.625 -0.910
C 1.425 -0.674 -0.620
C 2.084 -0.615 0.534
C -1.395 1.820 -0.636
C -1.513 0.824 0.239
H -0.573 -2.258 0.760
H 1.958 -0.832 -1.548
H 1.586 -0.522 1.495
H 3.173 -0.586 0.496
H -0.719 1.771 -1.489
H -2.027 2.699 -0.538
H -2.192 0.867 1.090


The following is a DFT calculation (ωB97M-V/def2-TZVPD) of 5 unconnected molecules or ions with the total composition C5H21NO4.

Properties
**HOMO level**: -9.24 eV
**Relative energy (zero: lowest compared OMol25 entry of this formula, charge and spin)**: 274.71 kJ/mol
**LUMO energy**: 0.157 eV
**Maximum force**: 4.9 eV Å⁻¹
**HOMO-LUMO gap**: 0.345 Eh
**Structure (SMILES)**: CC(C)CCN.O.O.O.O

Cartesian coordinates (Å):
C -0.094 0.219 -0.656
C 0.186 -0.264 0.821
C 1.461 -1.146 0.894
C 1.486 -1.888 2.278
C 2.756 -0.410 0.529
N -1.263 -0.702 -0.971
H -0.450 1.244 -0.560
H 0.791 0.215 -1.237
H -0.657 -0.922 1.193
H 0.201 0.619 1.466
H 1.193 -1.849 0.074
H 0.557 -1.868 2.838
H 1.670 -2.934 1.915
H 2.238 -1.432 2.919
H 3.725 -0.953 0.436
H 2.675 0.074 -0.459
H 3.071 0.553 0.920
H -2.052 -0.147 -1.327
H -0.980 -1.293 -1.753
H -2.133 1.977 -0.067
H -2.641 3.144 -0.885
O -2.683 2.769 -0.004
H 1.832 -1.684 -3.257
H 0.442 -1.842 -2.872
O 0.942 -1.376 -3.554
H -2.468 1.281 2.948
H -3.249 0.520 2.074
O -2.754 0.353 2.895
H -1.891 2.320 -2.629
H -0.897 3.119 -1.734
O -1.013 2.304 -2.234


Copy entry 2 word for word.
The following is a DFT calculation (ωB97M-V/def2-TZVPD) of 5 unconnected molecules or ions with the total composition C5H21NO4.

Properties
**HOMO level**: -9.24 eV
**Relative energy (zero: lowest compared OMol25 entry of this formula, charge and spin)**: 274.71 kJ/mol
**LUMO energy**: 0.157 eV
**Maximum force**: 4.9 eV Å⁻¹
**HOMO-LUMO gap**: 0.345 Eh
**Structure (SMILES)**: CC(C)CCN.O.O.O.O

Cartesian coordinates (Å):
C -0.094 0.219 -0.656
C 0.186 -0.264 0.821
C 1.461 -1.146 0.894
C 1.486 -1.888 2.278
C 2.756 -0.410 0.529
N -1.263 -0.702 -0.971
H -0.450 1.244 -0.560
H 0.791 0.215 -1.237
H -0.657 -0.922 1.193
H 0.201 0.619 1.466
H 1.193 -1.849 0.074
H 0.557 -1.868 2.838
H 1.670 -2.934 1.915
H 2.238 -1.432 2.919
H 3.725 -0.953 0.436
H 2.675 0.074 -0.459
H 3.071 0.553 0.920
H -2.052 -0.147 -1.327
H -0.980 -1.293 -1.753
H -2.133 1.977 -0.067
H -2.641 3.144 -0.885
O -2.683 2.769 -0.004
H 1.832 -1.684 -3.257
H 0.442 -1.842 -2.872
O 0.942 -1.376 -3.554
H -2.468 1.281 2.948
H -3.249 0.520 2.074
O -2.754 0.353 2.895
H -1.891 2.320 -2.629
H -0.897 3.119 -1.734
O -1.013 2.304 -2.234


What did the first record say?
The following is a DFT calculation (ωB97M-V/def2-TZVPD) of a single C5H7NO molecule.

Properties
**HOMO level**: -9.44 eV
**Relative energy (zero: lowest compared OMol25 entry of this formula, charge and spin)**: 195.03 kJ/mol
**LUMO energy**: 0.635 eV
**Maximum force**: 0.6 eV Å⁻¹
**HOMO-LUMO gap**: 0.370 Eh
**Structure (SMILES)**: [H]/N=C(/C=C)OC=C

Cartesian coordinates (Å):
N -1.074 -1.394 0.977
C -0.808 -0.473 0.153
O 0.075 -0.625 -0.910
C 1.425 -0.674 -0.620
C 2.084 -0.615 0.534
C -1.395 1.820 -0.636
C -1.513 0.824 0.239
H -0.573 -2.258 0.760
H 1.958 -0.832 -1.548
H 1.586 -0.522 1.495
H 3.173 -0.586 0.496
H -0.719 1.771 -1.489
H -2.027 2.699 -0.538
H -2.192 0.867 1.090


The lowest relative energy (zero: lowest compared OMol25 entry of this formula, charge and spin) belongs to which entry?
C5H7NO